Entry 1:
Below is a structure of composition C37H25CoF5N2O3P2S2 at a distorted geometry, with properties calculated with wB97M-V/def2-TZVPD.

Results
LUMO level (spin up / spin down): 4.4 / 4.4 eV
2S+1: 2
<S²>: 0.801
Kohn-Sham gap (spin up / spin down): 5.60 / 5.52 eV
HOMO level (spin up / spin down): -1.23 / -1.15 eV
Net charge: -2

Geometry (Å):
Co 0.83118 -0.57290 -1.51472
S 0.05178 -2.58900 1.45498
P -0.29292 -0.67030 1.48438
C -0.47252 -0.02150 -0.14732
P -0.72672 1.63310 -0.64142
S -0.20352 1.69780 -2.56482
C 0.16518 3.11910 -0.02222
C 1.41928 2.96390 0.55658
C 2.20528 4.07270 0.81498
C 1.75668 5.34090 0.48338
C 0.52548 5.49420 -0.13672
C -0.25832 4.39020 -0.40422
C -2.49022 2.11830 -0.56192
C -3.04532 3.15070 0.19648
C -4.41032 3.35280 0.19568
C -5.24732 2.51660 -0.53212
C -4.70222 1.46270 -1.25732
C -3.33912 1.26610 -1.27182
C -1.81922 -0.40480 2.49998
C -2.60332 0.73550 2.42888
C -3.74902 0.85480 3.19388
C -4.12322 -0.16120 4.05678
C -3.32682 -1.29190 4.15688
C -2.19012 -1.41180 3.38188
C 0.88098 0.13530 2.66488
C 0.67928 1.42880 3.13448
C 1.58818 1.99700 4.00448
C 2.70468 1.27970 4.40858
C 2.90138 -0.01260 3.95438
C 1.98658 -0.58590 3.09428
H 1.78208 1.96690 0.76478
H 3.18268 3.94190 1.25688
H 2.37848 6.20800 0.66578
H 0.18588 6.47750 -0.43692
H -1.18212 4.50440 -0.95322
H -2.41002 3.79600 0.78948
H -4.82702 4.16940 0.77238
H -6.31712 2.68360 -0.52632
H -5.35212 0.79620 -1.81002
H -2.88682 0.45760 -1.83342
H -2.32402 1.52980 1.75708
H -4.35352 1.74670 3.10418
H -5.02952 -0.07330 4.64508
H -3.59842 -2.08670 4.83868
H -1.57782 -2.30160 3.43648
H -0.19032 1.98730 2.81288
H 1.43458 3.00610 4.36758
H 3.42788 1.73040 5.07578
H 3.77488 -0.56990 4.26648
H 2.11028 -1.60250 2.74548
O 2.14418 -0.69990 -2.87432
N 1.85378 -1.52260 -3.84612
N 0.61818 -1.93150 -3.79432
O -0.17462 -1.49870 -2.79652
C 0.13548 -2.85910 -4.67662
C -1.12222 -3.44440 -4.44832
C -1.62872 -4.35860 -5.33932
C -0.91382 -4.70790 -6.48362
C 0.34508 -4.15070 -6.69662
C 0.87678 -3.24200 -5.81242
H -1.65252 -3.17270 -3.54992
H -2.58922 -4.81960 -5.15062
H -1.32412 -5.41430 -7.19132
H 0.91248 -4.44700 -7.57052
H 1.85798 -2.82020 -5.96262
F 5.73158 -4.64180 0.68538
C 4.85788 -3.61740 0.49318
C 3.71618 -3.78640 -0.28672
F 3.48818 -4.98230 -0.86742
C 2.84578 -2.73490 -0.47692
F 1.75938 -2.91760 -1.26052
C 3.03788 -1.43210 0.06748
O 2.22948 -0.46340 -0.09682
C 4.22518 -1.31830 0.84238
F 4.54968 -0.11450 1.37488
C 5.09428 -2.36990 1.05398
F 6.20198 -2.18860 1.81408

Here are the Mulliken charges for atoms 1 to 4, given in e: atom 1 (Co): 0.368, atom 2 (S): -0.745, atom 3 (P): 1.504, atom 4 (C): -0.084

---

Entry 2:
Below is a structure of composition C9H7MoN2O10, with properties calculated with wB97M-V/def2-TZVPD.

Results
LUMO level (spin up / spin down): -5.6 / -5.5 eV
Kohn-Sham gap (spin up / spin down): 7.63 / 7.72 eV
HOMO level (spin up / spin down): -13.20 / -13.26 eV
Net charge: +1

Geometry (Å):
Mo -0.30196 -0.88914 0.07891
O -2.06370 -4.30808 -1.12795
C -1.30504 -3.41695 -1.25294
O -1.27403 -2.37342 -0.28211
C -0.39727 -3.14488 -2.38810
C -0.58299 -3.87739 -3.55941
C 0.17273 -3.58325 -4.67077
C 1.06857 -2.52636 -4.69620
C 1.23141 -1.80361 -3.53775
C 0.58765 -2.15059 -2.33853
O 0.96540 -1.59276 -1.19957
N 2.02742 -0.57440 -3.58653
O 3.02189 -0.55781 -4.24674
O 1.60423 0.41144 -2.96295
N -0.01798 -4.37733 -5.90335
O -0.83385 -5.26804 -5.85722
O 0.65461 -4.06482 -6.85943
H -1.32226 -4.66666 -3.59552
H 1.59789 -2.27191 -5.60475
O -0.56650 0.48115 -1.46379
H 0.23704 0.54053 -2.08651
H -1.03073 1.32637 -1.40584
C 1.03988 0.18852 3.76509
C 1.21299 0.77805 2.40953
O 1.83862 1.70582 2.05662
O 0.50138 0.04398 1.38449
H 1.82442 -0.55783 3.90836
H 0.07270 -0.29312 3.87953
H 1.17472 0.97079 4.50696

Here are the Mulliken charges for atoms 1 to 4, given in e: atom 1 (Mo): 2.121, atom 2 (O): -0.453, atom 3 (C): 0.446, atom 4 (O): -0.685

---

Entry 3:
Below is a structure of composition C12H13AsN3O2RuS2, with properties calculated with wB97M-V/def2-TZVPD.

Results
LUMO level (spin up / spin down): -4.3 / -6.3 eV
2S+1: 5
<S²>: 6.033
Kohn-Sham gap (spin up / spin down): 7.32 / 5.82 eV
HOMO level (spin up / spin down): -11.66 / -12.14 eV
Net charge: +1

Geometry (Å):
Ru -0.28369 0.33204 0.00444
S -2.21967 1.21875 0.77842
C -1.63304 2.69131 1.49724
C -2.41993 3.35632 2.44052
C -1.96258 4.52495 3.00494
C -0.71459 5.07248 2.63958
C 0.06797 4.44905 1.71043
C -0.36921 3.23692 1.13307
S 0.61770 2.45388 -0.02092
H -3.38428 2.94915 2.71422
H -2.57517 5.03355 3.73780
H -0.37021 5.98909 3.09948
H 1.02608 4.86092 1.42127
O -0.51866 -1.12297 1.36460
N 0.65981 -1.69067 1.13219
C 1.32270 -2.21425 2.08895
C 2.59409 -2.79566 1.73602
N 3.59242 -3.27760 1.43931
C 0.84507 -2.26587 3.45062
N 0.46411 -2.27383 4.53303
C -1.13195 -1.56124 -3.63337
As 0.43794 -1.80477 -2.57680
C 0.20911 -3.36128 -1.49937
C 1.99681 -1.96632 -3.65194
O 0.67125 -0.40205 -1.64413
H -1.33940 -2.45458 -4.21924
H -0.98269 -0.70807 -4.29066
H -1.95994 -1.36273 -2.95620
H -0.00856 -4.20495 -2.15332
H -0.62270 -3.19831 -0.81711
H 1.12192 -3.54580 -0.93893
H 1.96373 -2.87967 -4.24215
H 2.85200 -1.98089 -2.97995
H 2.05358 -1.09687 -4.30206

Here are the Mulliken charges for atoms 1 to 4, given in e: atom 1 (Ru): 0.575, atom 2 (S): -0.169, atom 3 (C): 0.786, atom 4 (C): -0.623

---

Entry 4:
Below is a structure of composition C4H3BBr3F5O8S at a distorted geometry, with properties calculated with wB97M-V/def2-TZVPD.

Results
LUMO level: -0.7 eV
Kohn-Sham gap: 9.24 eV
HOMO level: -9.93 eV

Geometry (Å):
O -1.47830 1.60124 -0.20969
C -1.16067 0.50670 0.03800
O -1.48097 -0.15081 1.18100
O -2.37662 -1.18985 0.74548
B -1.85897 -2.45843 1.09863
O -1.13288 -2.60894 2.25793
O -2.07781 -3.51648 0.28737
O -0.41925 -0.28281 -0.87385
S 1.14431 0.07662 -0.89370
O 1.44612 0.60894 -2.17309
O 1.55062 0.92126 0.17681
C 1.99469 -1.57460 -0.88882
F 1.25811 -2.36420 -1.69948
F 3.18009 -1.42688 -1.44659
C 2.07853 -2.31128 0.50102
F 1.24931 -3.34863 0.53344
F 3.31818 -2.78720 0.63125
F 1.81921 -1.51080 1.53368
H -0.24171 -2.28363 2.09500
H -2.20511 -3.25663 -0.63164
C -1.02572 5.47136 -0.38796
Br 0.02056 6.96176 0.25070
Br -1.45488 5.65686 -2.25579
Br -0.18778 3.77971 -0.02467
H -1.95905 5.48673 0.15496

Here are the Mulliken charges for atoms 1 to 4, given in e: atom 1 (O): -0.390, atom 2 (C): 0.615, atom 3 (O): -0.168, atom 4 (O): -0.395

---

Entry 5:
Below is a structure of composition C2H10AlN4O4 at a distorted geometry, with properties calculated with wB97M-V/def2-TZVPD.

Results
LUMO level: -8.7 eV
Kohn-Sham gap: 4.45 eV
HOMO level: -13.10 eV
Net charge: +1

Geometry (Å):
Al -1.06678 -0.23497 0.00712
O 0.30666 -1.37157 -2.24368
H 0.10465 -1.15519 -3.17077
O -2.86660 1.71231 -0.62388
H -2.87809 2.65566 -0.84997
C -0.38357 -2.94299 2.96205
O -0.71078 -1.89200 2.38272
N -1.23264 -3.57916 3.78268
N 0.85290 -3.47416 2.89916
H -0.86479 -4.42601 4.17795
H -2.08155 -3.15869 4.11374
H 1.02262 -4.33799 3.37672
H 1.45614 -2.87474 2.36117
C 0.92778 2.70878 -2.03012
O 0.50738 1.72842 -1.41640
N 0.10221 3.73857 -2.31739
N 2.12224 2.83414 -2.67423
H -0.86044 3.81143 -2.05012
H 0.48920 4.50730 -2.83553
H 2.23754 3.63792 -3.25979
H 2.81593 2.11294 -2.59145

Here are the Mulliken charges for atoms 1 to 4, given in e: atom 1 (Al): 1.306, atom 2 (O): -0.477, atom 3 (H): 0.306, atom 4 (O): -0.483

---

Entry 6:
Below is a structure of composition C41H37BrGeIrN5O2, with properties calculated with wB97M-V/def2-TZVPD.

Results
LUMO level (spin up / spin down): -1.8 / -4.5 eV
2S+1: 6
<S²>: 8.792
Kohn-Sham gap (spin up / spin down): 8.08 / 5.65 eV
HOMO level (spin up / spin down): -9.85 / -10.14 eV
Net charge: +1

Geometry (Å):
Ir 0.03287 0.39283 1.01785
C 4.37601 0.51921 6.77661
C 3.20730 0.51980 5.83391
C 2.01007 -0.11561 6.16138
C 0.95891 -0.13737 5.27383
C 1.02742 0.47751 4.01071
N -0.05843 0.40755 3.14468
C -1.33256 0.43342 3.72534
C -1.63843 1.37789 4.71233
C -2.90315 1.47852 5.25223
C -3.93368 0.64125 4.82825
C -5.32705 0.77957 5.37239
C -3.64088 -0.29116 3.84404
C -2.36899 -0.40272 3.30069
N -2.15809 -1.42691 2.33239
C -2.67551 -2.67124 2.34873
C -2.41243 -3.25175 1.13032
C -1.72067 -2.27108 0.41513
N -1.57317 -1.17095 1.14319
C 2.24465 1.09778 3.68030
C 3.29998 1.10740 4.58186
N 2.44930 1.77201 2.44545
C 3.21309 2.86622 2.23258
C 3.30739 3.05776 0.87656
C 2.56303 2.01323 0.32047
N 2.05160 1.23988 1.27106
H 4.04250 0.55026 7.81287
H 5.03228 1.36968 6.59855
H 4.96843 -0.38928 6.64976
H 1.90840 -0.61101 7.11868
H 0.04765 -0.65637 5.53798
H -0.85816 2.05501 5.03362
H -3.09906 2.23029 6.00642
H -5.31289 1.12308 6.40562
H -5.86780 -0.16470 5.32910
H -5.89073 1.51124 4.79017
H -4.42241 -0.94222 3.47144
H -3.18829 -3.04371 3.21849
H -2.67589 -4.24157 0.80491
H -1.34412 -2.30431 -0.59389
H 4.23263 1.57083 4.28579
H 3.61227 3.43456 3.05417
H 3.82678 3.84484 0.36076
H 2.34859 1.79087 -0.71058
Br -1.23606 2.39668 0.39132
O 1.26610 -1.55096 0.25249
C 1.15649 -1.56297 -0.96584
O 0.54036 -0.58619 -1.59187
C 1.65212 -2.69781 -1.83228
C 0.76066 -2.85717 -3.05918
Ge 0.25589 -0.91839 -3.42614
C -0.38298 0.88672 -4.16751
C -0.57324 0.96125 -5.53709
C -0.96237 2.17423 -6.08928
C -1.16080 3.28061 -5.27190
C -0.98088 3.17730 -3.90137
C -0.59240 1.96714 -3.33215
C 2.08701 -0.48871 -4.17585
C 2.73503 -1.33706 -5.06501
C 4.01173 -1.02172 -5.51900
C 4.64454 0.12808 -5.07412
C 3.99018 0.98323 -4.19794
C 2.70471 0.68657 -3.76706
C -1.72980 -1.34945 -3.36115
C -2.28697 -2.18216 -4.32082
C -3.64097 -2.48426 -4.24942
C -4.41856 -1.95798 -3.22589
C -3.84835 -1.12157 -2.27771
C -2.49624 -0.79937 -2.34689
H 1.70424 -3.59808 -1.22074
H 2.67316 -2.43649 -2.12508
H -0.15615 -3.39881 -2.83530
H 1.26534 -3.33560 -3.89172
H -0.41524 0.10387 -6.18193
H -1.11097 2.25314 -7.15829
H -1.46529 4.22319 -5.70644
H -1.15376 4.03393 -3.26245
H -0.49101 1.88304 -2.25518
H 2.26060 -2.23982 -5.42633
H 4.51004 -1.68013 -6.21858
H 5.64097 0.36625 -5.42137
H 4.47277 1.89353 -3.86557
H 2.17732 1.39007 -3.13659
H -1.68530 -2.61079 -5.11498
H -4.08579 -3.13389 -4.99193
H -5.47257 -2.19575 -3.17366
H -4.45450 -0.69822 -1.48688
H -2.06783 -0.11605 -1.62145

Here are the Mulliken charges for atoms 1 to 4, given in e: atom 1 (Ir): 1.659, atom 2 (C): -1.569, atom 3 (C): 0.360, atom 4 (C): -1.171

---

Entry 7:
Below is a structure of composition C24H30MnN8O4 at a distorted geometry, with properties calculated with wB97M-V/def2-TZVPD.

Results
LUMO level (spin up / spin down): -0.3 / -0.3 eV
2S+1: 2
<S²>: 1.165
Kohn-Sham gap (spin up / spin down): 7.19 / 7.20 eV
HOMO level (spin up / spin down): -7.51 / -7.52 eV

Geometry (Å):
Mn -1.01370 0.55543 0.53856
N -1.11422 2.50636 2.05857
C -2.28353 3.23892 2.63065
C -3.56177 2.44303 2.40507
C -3.97241 2.55151 0.92952
C -4.55995 1.26258 0.40647
N -3.51097 0.25131 0.41517
H -0.56403 2.11275 2.80777
H -0.52095 3.13778 1.53629
H -2.38035 4.20659 2.13602
H -2.12068 3.40568 3.69800
H -4.36528 2.75943 3.07499
H -3.32046 1.40171 2.63847
H -3.07491 2.72101 0.33463
H -4.65493 3.39200 0.77659
H -4.91255 1.41389 -0.61561
H -5.41930 0.95857 1.01409
H -3.58053 -0.32170 -0.41243
H -3.57795 -0.38141 1.20496
C 1.44699 -0.02511 4.39737
C 0.61060 -0.12625 3.15779
N 0.86722 0.50326 2.07198
O 1.96357 1.34775 2.12562
C -0.54953 -0.98568 3.09542
C -0.79860 -2.06452 4.10528
N -1.34609 -0.80206 2.07462
O -2.30845 -1.63206 1.87711
H 2.05989 0.87139 4.35718
H 2.11326 -0.88594 4.47868
H 0.81360 -0.00165 5.28308
H 2.02628 1.62675 1.20253
H 0.13064 -2.55015 4.40566
H -1.46855 -2.79807 3.66220
H -1.28090 -1.66450 5.00149
O -1.83909 1.95406 -3.22362
C -1.68543 1.35706 -2.16675
O -1.44342 1.85470 -1.01707
C -1.78679 -0.17168 -2.18400
C -2.46471 -0.83697 -3.19147
C -2.56774 -2.21729 -3.13062
C -1.94263 -2.88501 -2.08582
C -1.26154 -2.14733 -1.13593
N -1.19869 -0.81569 -1.16846
H -2.91046 -0.25086 -3.98313
H -3.12549 -2.76994 -3.87536
H -1.98455 -3.96240 -2.00497
H -0.75787 -2.63178 -0.30870
N 7.92974 -3.81829 -3.98308
C 7.04085 -3.16645 -3.65767
C 5.94033 -2.35098 -3.25227
C 5.70496 -1.12619 -3.87470
C 4.65864 -0.32450 -3.46598
C 3.82266 -0.73022 -2.42867
C 4.04041 -1.96896 -1.82595
C 5.08974 -2.76787 -2.22888
N 2.78284 0.11095 -1.97766
C 2.38285 1.31612 -2.52870
C 1.39717 1.79410 -1.72673
N 1.17946 0.91866 -0.68686
C 2.01753 -0.06890 -0.86445
H 6.35290 -0.80560 -4.67869
H 4.50159 0.62420 -3.95718
H 3.38626 -2.31884 -1.04127
H 5.25806 -3.72364 -1.75217
H 2.79775 1.71885 -3.43356
H 0.81504 2.69366 -1.83425
H 2.09822 -0.91156 -0.19917

Here are the Mulliken charges for atoms 1 to 4, given in e: atom 1 (Mn): 1.353, atom 2 (N): -0.123, atom 3 (C): -1.139, atom 4 (C): -0.256

---

Entry 8:
Below is a cluster of 2 separate species, C3H11N2 in total at a distorted geometry, with properties calculated with wB97M-V/def2-TZVPD.

Results
LUMO level: -3.5 eV
Kohn-Sham gap: 10.63 eV
HOMO level: -14.08 eV
Net charge: +1

Geometry (Å):
C 1.12291 1.56979 0.47060
N -0.34050 1.64127 0.88885
H 1.50371 2.58949 0.47448
H 1.63422 0.92947 1.18063
H 1.15990 1.35678 -0.59690
H -0.51290 2.32650 1.61303
H -0.62400 0.63730 0.92988
H -0.84211 1.97776 0.06275
C 0.36118 -2.13020 -0.08838
C -1.34890 -0.94690 -1.21908
N -0.66793 -1.08000 -0.16724
H 0.09490 -2.70210 0.80386
H 1.30081 -1.61912 0.09902
H 0.44132 -2.70707 -1.01535
H -1.92851 -0.06953 -1.49040
H -1.35410 -1.77345 -1.94573

Here are the Mulliken charges for atoms 1 to 4, given in e: atom 1 (C): -0.826, atom 2 (N): -0.284, atom 3 (H): 0.391, atom 4 (H): 0.334